Entry 1:
Formula: C39H54N2OP2SiTi
Source: the OMol25 dataset
Level of theory: ωB97M-V/def2-TZVPD

XYZ file:
```
100
Properties=species:S:1:pos:R:3:forces:R:3:lowdin_charge:R:1
Ti -0.15187 0.27248 0.21226 -0.207 0.175 0.250 0.5820
C -1.30034 -2.29857 3.35642 0.004 -0.070 -0.064 -0.0985
C -0.84249 -0.95746 3.92769 -0.193 0.069 0.112 -0.5271
C -0.38575 -1.09489 5.37918 0.087 0.024 0.073 -0.0982
P 0.24910 -0.10760 2.71439 0.238 -0.059 0.097 1.0724
C 0.91291 1.41533 3.54243 0.053 0.158 -0.109 -0.5141
C 2.19815 1.23110 4.34149 0.035 -0.015 -0.038 -0.0872
C -0.16842 2.11609 4.36196 0.010 0.131 0.096 -0.1125
C 1.74665 -1.12245 2.44016 -0.088 0.003 0.053 -0.2900
C 2.20250 -2.22366 3.15457 0.037 -0.065 0.038 -0.0874
C 3.37111 -2.87409 2.78130 -0.041 0.055 0.011 -0.0930
C 4.07182 -2.43525 1.66570 -0.026 0.045 0.018 -0.0879
C 3.61621 -1.35370 0.93088 0.036 -0.133 0.000 -0.0467
C 2.46677 -0.67078 1.32282 -0.172 0.133 -0.119 -0.3332
N 1.93259 0.44238 0.63408 0.402 -0.175 -0.009 -0.1086
C 2.75115 1.54762 0.48185 -0.314 -0.104 -0.011 -0.2992
C 4.08810 1.60869 0.91564 0.140 0.103 0.035 -0.0340
C 4.84925 2.74711 0.74171 0.028 -0.030 0.015 -0.0856
C 4.32556 3.87872 0.13086 -0.055 -0.040 -0.010 -0.1011
C 3.00007 3.84806 -0.26359 -0.001 0.042 0.016 -0.1141
C 2.19980 2.72348 -0.08110 -0.039 0.111 -0.092 -0.3007
P 0.41361 2.71683 -0.45325 0.166 -0.112 0.050 1.0555
C 0.32831 2.42612 -2.28516 -0.113 0.045 -0.112 -0.5275
C 0.43693 0.91066 -2.46048 -0.034 -0.091 0.024 -0.1453
C 1.34044 3.17729 -3.13814 0.063 -0.014 -0.007 -0.0979
C -0.07565 4.48601 -0.24637 0.088 0.115 -0.066 -0.5411
C -1.47201 4.76749 -0.79259 -0.032 0.018 -0.028 -0.1062
C 0.02312 4.87592 1.22665 -0.009 -0.004 0.043 -0.1095
H -2.09924 -2.71022 3.97380 -0.042 -0.029 0.025 0.0837
H -0.48715 -3.02556 3.34437 0.033 -0.020 0.005 0.0662
H -1.67924 -2.20614 2.33818 -0.018 0.039 -0.026 0.0595
H -1.72131 -0.29498 3.93015 0.074 -0.072 -0.027 0.1031
H 0.53413 -1.66573 5.48587 0.058 -0.058 -0.047 0.0633
H -1.15601 -1.61478 5.95121 -0.049 -0.030 0.021 0.0809
H -0.22485 -0.12926 5.85449 0.024 -0.136 -0.003 0.0480
H 1.14697 2.05839 2.68232 -0.023 -0.075 0.103 0.0795
H 2.06655 0.53931 5.17113 -0.053 -0.109 0.100 0.0719
H 2.51632 2.18816 4.75738 0.001 0.081 0.012 0.0823
H 3.00959 0.85340 3.71985 -0.016 0.003 -0.012 0.0671
H -0.31134 1.64076 5.33340 0.001 0.126 -0.093 0.0581
H -1.13185 2.14010 3.85694 -0.102 0.001 -0.120 0.0545
H 0.12541 3.14986 4.54815 0.024 0.050 0.022 0.0815
H 1.65224 -2.58719 4.01057 -0.008 0.011 0.039 0.0858
H 3.72118 -3.72447 3.35039 0.023 -0.028 0.019 0.1015
H 4.96768 -2.95296 1.35094 0.049 -0.034 -0.013 0.1077
H 4.14067 -1.03790 0.03794 0.012 0.009 0.002 0.1245
H 4.53385 0.75892 1.40966 0.008 0.033 -0.004 0.0949
H 5.87308 2.74449 1.09267 0.046 0.025 0.018 0.1024
H 4.92394 4.76541 -0.01322 0.047 0.055 -0.016 0.0950
H 2.57386 4.73572 -0.71131 0.006 0.043 -0.015 0.0936
H -0.68304 2.73001 -2.57982 0.096 -0.039 0.025 0.0815
H 1.41283 0.55352 -2.11003 -0.102 -0.033 -0.001 0.0781
H 0.30870 0.58645 -3.49871 0.062 0.127 0.034 0.0975
H -0.38238 0.39847 -1.91791 0.070 0.042 -0.370 0.0391
H 2.36306 2.90769 -2.86540 -0.038 -0.016 -0.001 0.0776
H 1.24466 4.25892 -3.03381 -0.031 0.027 0.040 0.0728
H 1.19654 2.93830 -4.19366 -0.005 -0.015 -0.035 0.0795
H 0.63368 5.09328 -0.81895 -0.052 -0.030 0.050 0.0890
H -2.21657 4.10779 -0.35401 -0.045 -0.065 0.058 0.0432
H -1.52379 4.65564 -1.87460 0.009 -0.006 -0.058 0.0708
H -1.76125 5.79324 -0.55490 0.026 0.023 -0.004 0.0842
H -0.69929 4.31688 1.82366 -0.022 -0.022 0.023 0.0603
H -0.19892 5.93737 1.34826 -0.003 0.031 0.003 0.0817
H 1.01544 4.68878 1.63504 0.065 -0.014 0.001 0.0688
C -2.94255 2.26968 1.45608 0.220 -0.046 0.111 -0.1912
Si -3.41088 1.06926 0.09584 0.223 -0.351 0.005 0.3873
C -5.18743 0.64914 0.56126 0.001 0.152 -0.073 -0.1936
C -3.54916 1.89564 -1.57691 -0.079 -0.055 -0.052 -0.1638
N -2.22225 -0.20143 0.02103 -0.272 -0.205 0.056 -0.1606
C -2.50597 -1.55465 -0.11271 -0.100 0.183 -0.083 -0.3109
C -3.77807 -2.14611 -0.04268 0.012 -0.092 -0.005 -0.0385
C -3.99259 -3.50090 -0.24284 0.124 -0.042 -0.013 -0.0969
C -2.93816 -4.34938 -0.53409 -0.056 0.015 0.004 -0.0996
C -1.65702 -3.81785 -0.59877 -0.141 -0.179 -0.028 -0.0237
C -1.47026 -2.47472 -0.36906 0.055 -0.020 -0.061 -0.2033
O -0.18995 -1.90734 -0.41073 0.078 0.403 0.080 -0.1021
C 0.88641 -2.72716 -0.72141 0.037 0.116 0.099 -0.2782
C 1.30416 -3.67879 0.18953 0.196 -0.082 -0.194 -0.0249
C 2.39699 -4.46532 -0.13692 -0.074 0.010 0.064 -0.0732
C 3.06623 -4.28022 -1.33854 -0.054 0.046 -0.036 -0.0828
C 2.63758 -3.30623 -2.22877 0.003 -0.021 0.017 -0.0642
C 1.53054 -2.52438 -1.92638 0.051 -0.105 0.037 0.0115
H -3.47378 3.21826 1.38964 -0.113 0.089 -0.050 0.0361
H -1.87274 2.48072 1.50453 -0.027 -0.041 -0.010 -0.0285
H -3.23440 1.80040 2.39857 0.027 -0.003 0.116 0.0304
H -5.67005 1.61657 0.71934 -0.104 0.051 0.028 0.0336
H -5.28008 0.08623 1.48758 0.042 -0.058 0.119 0.0341
H -5.74727 0.13044 -0.21386 -0.047 -0.017 -0.095 0.0288
H -4.29070 2.69447 -1.57201 -0.070 0.096 0.001 0.0360
H -3.88259 1.13764 -2.28805 -0.029 -0.030 -0.095 0.0359
H -2.61537 2.30634 -1.94855 0.132 0.018 -0.001 -0.0111
H -4.62604 -1.52634 0.17287 -0.087 0.049 0.013 0.0562
H -5.00026 -3.88651 -0.17720 -0.064 -0.033 0.007 0.0991
H -3.09003 -5.40371 -0.71122 -0.050 -0.048 -0.004 0.0957
H -0.81688 -4.45862 -0.83429 -0.098 0.065 0.022 0.1139
H 0.78421 -3.79494 1.12857 -0.049 0.013 0.040 0.1273
H 2.73737 -5.21193 0.56631 0.034 -0.050 0.021 0.1114
H 3.92260 -4.89289 -1.57774 0.068 -0.041 -0.028 0.1022
H 3.15786 -3.15820 -3.16493 0.020 0.002 -0.033 0.1053
H 1.16199 -1.77323 -2.61118 -0.001 -0.001 0.001 0.1100
```
Positions in Å, forces in eV/Å.

Summary:
<S²> = 2.005
Kohn-Sham gap (spin up / spin down) = 6.7 / 7.5 eV
Charge = 0
Energy relative to the best compared isomer or geometry (same formula, charge and spin) = 0.000 eV
Multiplicity = 3
E_tot = -95921.178 eV
Maximum force = 0.009 hartree/bohr
HOMO energy (spin up / spin down) = -6.119 / -6.883 eV

Entry 2:
Formula: C39H55N3O4P2S2Tl
Source: the OMol25 dataset
Level of theory: ωB97M-V/def2-TZVPD

XYZ file:
```
106
Properties=species:S:1:pos:R:3:forces:R:3:lowdin_charge:R:1
Tl -0.62291 -1.63304 -1.29267 -0.521 0.678 -0.412 0.8633
C 0.93768 -5.98789 0.31676 0.453 0.413 -0.274 -0.1046
C 1.92610 -4.82056 0.10406 0.147 -0.053 0.131 -0.5336
C 3.35533 -5.35898 -0.03588 0.369 -0.353 0.372 -0.1200
P 1.42548 -3.61859 -1.23303 -0.205 -0.362 0.752 0.9332
C 1.51133 -4.39879 -2.90401 0.162 0.247 0.135 -0.5489
C 2.52065 -5.55487 -3.01721 -0.692 -0.067 -0.760 -0.1049
C 0.08795 -4.82812 -3.32154 -0.042 -0.817 -0.611 -0.1298
C 2.69434 -2.33718 -1.16965 -0.355 0.669 0.391 -0.3041
C 3.66553 -2.26977 -2.16879 0.018 0.091 0.869 -0.0401
C 4.57263 -1.19771 -2.22590 -0.839 -0.754 0.299 -0.2546
C 5.48469 -1.00115 -3.38391 -0.261 0.014 0.223 -0.0290
C 4.50840 -0.26961 -1.18738 1.174 1.087 0.045 -0.0207
C 3.55600 -0.28454 -0.19779 -0.786 -0.153 0.102 -0.0074
C 2.55345 -1.28976 -0.15364 0.872 -1.110 -1.039 -0.2859
N 1.51522 -1.32371 0.73707 0.207 0.141 -0.467 0.0941
C 1.63046 -0.59546 1.88921 -0.290 -0.595 0.233 -0.2770
C 2.85569 -0.45616 2.57069 0.085 0.674 -0.063 -0.0168
C 3.00326 0.42982 3.62603 -0.395 -0.695 0.219 -0.0130
C 1.90130 1.15207 4.09524 -1.476 -0.087 -1.393 -0.2384
C 1.98987 2.08456 5.24679 0.480 1.194 0.159 -0.0523
C 0.62869 0.99740 3.41150 1.222 -0.163 0.967 -0.0019
C 0.45469 -0.01049 2.46470 0.345 0.287 -0.117 -0.2513
P -1.17219 -0.46858 1.89489 0.066 -0.123 -0.713 1.1910
C -2.47745 0.20822 2.96577 -0.655 0.484 -0.066 -0.4752
C -2.74492 1.70275 2.58529 -0.261 0.084 -0.147 -0.0978
C -2.24349 -0.03570 4.47132 0.237 0.445 0.267 -0.1031
C -1.32712 -2.30322 1.92670 0.599 -1.229 -0.559 -0.5506
C -1.21100 -2.87467 3.35078 0.939 -0.855 -0.165 -0.0992
C -2.55291 -2.90618 1.19282 -0.743 -0.313 1.042 -0.1353
H 1.31162 -6.54411 1.18845 -0.285 -0.119 -0.341 0.0875
H 0.88640 -6.65008 -0.57656 -0.072 0.371 0.711 0.0797
H -0.03997 -5.57020 0.55735 -0.200 -0.296 -0.092 0.0574
H 1.88361 -4.20272 1.03966 0.023 -0.203 -0.823 0.1066
H 3.41015 -6.30993 -0.60719 -0.104 0.662 0.390 0.0785
H 3.71114 -5.56359 0.98599 0.107 -0.090 -0.351 0.0859
H 4.05244 -4.63991 -0.48594 -0.179 -0.146 0.119 0.0681
H 1.79497 -3.56553 -3.57287 0.022 -0.335 0.194 0.1029
H 2.19369 -6.38727 -2.37958 0.291 0.205 -0.188 0.0684
H 3.56035 -5.28671 -2.80829 -0.285 -0.047 0.098 0.0699
H 2.45558 -5.89997 -4.05927 0.237 -0.109 0.242 0.0871
H -0.41775 -5.45616 -2.55450 0.236 0.553 -0.361 0.0799
H 0.17569 -5.48393 -4.22571 -0.119 0.540 0.609 0.0919
H -0.55192 -3.97091 -3.61914 0.337 -0.460 0.426 0.0580
H 3.75889 -3.15153 -2.80208 0.076 0.568 -0.285 0.0975
H 5.49954 -1.87741 -4.03288 0.280 0.120 0.074 0.0892
H 6.46032 -0.69295 -3.03250 0.418 -0.185 -0.152 0.0866
H 5.08327 -0.16113 -3.94019 -0.003 0.153 -0.388 0.0802
H 5.30076 0.51854 -1.16936 -0.930 -0.513 -0.041 0.1402
H 3.43901 0.51358 0.52187 0.395 0.188 -0.250 0.1173
H 3.71123 -1.00781 2.20450 -0.032 -0.033 0.063 0.1227
H 3.97307 0.48974 4.12259 -0.311 0.115 -0.036 0.1286
H 0.99888 2.53132 5.40255 0.313 -0.222 0.428 0.0775
H 2.65352 2.94840 4.98168 -0.340 -0.701 0.294 0.1038
H 2.40266 1.61899 6.17256 -0.480 0.298 -0.685 0.1020
H -0.22297 1.64946 3.66247 0.534 -0.528 0.247 0.1081
H -3.41030 -0.36524 2.74002 0.877 0.310 -0.413 0.1239
H -2.38063 2.40401 3.35693 0.140 -0.367 -0.407 0.0757
H -3.83077 1.85976 2.55294 0.234 0.004 -0.073 0.0776
H -2.33846 1.96494 1.58168 -0.247 -0.133 0.761 0.0636
H -1.28444 -0.50302 4.69295 -0.144 -0.034 0.041 0.0566
H -3.04348 -0.65759 4.85352 -0.008 -0.130 0.245 0.0777
H -2.25848 0.91333 5.02144 -0.069 -0.177 -0.123 0.0832
H -0.42154 -2.70875 1.39611 -0.607 0.773 0.329 0.0652
H -2.11684 -2.77046 3.94909 0.100 -0.002 -0.086 0.0763
H -0.36148 -2.38945 3.83971 -0.203 -0.035 0.259 0.0713
H -0.90770 -3.96048 3.29096 -0.624 0.952 0.024 0.1047
H -3.42579 -3.00096 1.89439 0.714 0.232 -0.589 0.0970
H -2.31460 -3.93745 0.89550 0.013 0.255 0.069 0.0792
H -2.91297 -2.38829 0.30727 0.145 0.248 -0.019 0.0307
S 2.02427 0.77418 -5.50805 -0.364 -0.504 0.027 1.0189
C 1.00483 -0.41875 -6.20972 -1.133 -0.501 1.021 -0.3916
C 0.06257 -0.84270 -5.28455 0.734 -0.223 -0.315 -0.2467
N 0.22700 -0.31218 -4.02989 0.570 0.933 0.092 -0.0722
C 1.20683 0.58472 -4.01562 -0.785 -0.947 0.256 -0.4824
H 1.10202 -0.84925 -7.18604 0.174 0.365 -0.382 0.0627
H -0.74725 -1.59078 -5.44777 0.888 0.742 0.012 0.1193
H 1.47967 1.11529 -3.10006 -0.023 -0.027 -0.326 0.0670
C -4.68793 6.81317 3.00500 0.507 -0.540 -0.603 -0.0448
C -4.38109 6.42751 1.56878 0.122 -0.503 0.238 -0.2600
C -3.87297 7.39883 0.70167 0.011 0.135 -0.219 -0.0391
C -3.62429 7.06731 -0.62546 -0.044 -0.684 -0.316 -0.0317
C -3.87383 5.73070 -1.04398 0.894 1.246 -0.317 -0.2880
C -4.38144 4.76052 -0.20788 0.230 -0.223 0.174 -0.0676
C -4.60682 5.10674 1.12273 -0.395 1.001 -0.170 -0.0301
S -3.32139 5.19322 -2.64957 -0.706 -0.192 -1.723 0.6546
O -3.97384 3.91193 -2.86625 0.624 0.955 0.287 -0.3121
O -3.44080 6.24929 -3.64621 0.020 -0.812 1.321 -0.3064
N -1.70225 4.91423 -2.57862 0.139 -0.693 1.086 -0.1374
C -1.05388 4.07105 -1.52369 0.294 -0.349 -0.562 -0.1708
C -1.16730 2.53178 -1.82956 -0.556 1.256 -0.533 -0.0883
C -0.39741 1.62680 -0.88651 0.665 0.181 1.077 -0.6526
O 0.83831 1.72455 -0.80111 -1.026 -0.489 -0.136 0.0013
O -1.15941 0.81338 -0.17668 0.352 0.491 -0.654 -0.3193
H -3.76629 6.99383 3.58017 -0.322 0.184 -0.238 0.0902
H -5.17697 5.96151 3.44909 -0.362 -0.085 0.464 0.0631
H -5.34271 7.67874 3.01689 0.022 0.108 0.238 0.0837
H -3.69179 8.41403 1.10578 -0.138 -0.671 -0.500 0.1293
H -3.25997 7.79860 -1.36152 -0.127 -0.390 0.439 0.1223
H -4.54499 3.76745 -0.65003 -0.050 0.448 0.546 0.1178
H -5.08548 4.40668 1.79136 0.128 -0.143 0.140 0.1022
H -1.15452 5.71430 -2.86292 -0.225 0.060 0.034 0.1077
H -1.43500 4.23942 -0.52114 -0.246 0.459 0.144 0.1061
H -0.00584 4.42211 -1.55820 -0.391 -0.560 0.243 0.1281
H -0.76086 2.49680 -2.84223 -0.081 -0.653 -0.021 0.1102
H -2.23259 2.24639 -1.83258 0.501 0.162 -0.167 0.1121
```
Positions in Å, forces in eV/Å.

Summary:
Kohn-Sham gap (spin up / spin down) = 6.1 / 5.8 eV
Charge = +1
E_tot = -98929.631 eV
Maximum force = 0.040 hartree/bohr
HOMO energy (spin up / spin down) = -9.991 / -10.247 eV